Molecular formula: C5H33N2O9
Method: DFT, ωB97M-V with the def2-TZVPD basis set

As for the spin multiplicity: 1. The value obtained for the energy is -27121.6260 eV. The calculation puts the lowest unoccupied orbital energy at -2.624 eV. For the molecular weight, the calculation gives 265.32 g/mol. The calculation puts the energy relative to the best compared isomer or geometry (same formula, charge and spin) at 75.7 kcal/mol. Its charge is +1.

```
49
C5H33N2O9 ωB97M-V with the def2-TZVPD basis set
C 0.31 -0.63 3.55
C -0.30 -0.55 2.17
C -1.61 -1.30 2.05
C -2.41 -1.10 0.77
C -2.31 0.30 0.08
N -3.06 1.30 0.85
N 0.88 -1.15 1.32
H 1.28 -0.17 3.74
H -0.40 -0.38 4.32
H 0.36 -1.68 3.87
H -0.45 0.45 1.78
H -1.54 -2.32 2.44
H -2.18 -0.84 2.85
H -2.24 -1.90 0.07
H -3.47 -1.28 0.97
H -2.77 0.05 -0.88
H -1.27 0.62 0.05
H -2.62 1.38 1.73
H -4.05 1.11 0.93
H 1.14 -0.50 0.61
H 1.67 -1.41 1.88
H 0.63 -2.03 0.83
H -0.07 -1.09 -1.81
H 1.21 -1.77 -2.19
O 0.74 -1.47 -1.40
H 1.69 0.23 -1.28
H 1.55 1.42 -2.41
O 1.32 1.11 -1.51
H 3.11 -2.15 -1.82
H 3.96 -1.12 -2.97
O 3.20 -1.34 -2.34
H -2.70 4.55 -0.80
H -3.10 3.16 0.03
O -3.17 3.72 -0.76
H 0.40 -0.01 -4.58
H -0.46 0.28 -3.40
O -0.10 -0.44 -3.92
H -2.31 3.51 -2.26
H -1.93 3.68 -3.88
O -1.64 3.43 -2.95
H 1.95 -4.41 1.11
H 0.89 -4.04 -0.11
O 1.21 -3.85 0.79
H 5.11 0.56 0.23
H 4.99 0.62 -1.33
O 4.90 0.09 -0.52
H 0.72 2.24 0.74
H 1.78 2.91 1.72
O 1.17 2.20 1.65
```

Here are the natural (NBO) charges for atoms 1 to 8, given in e:
1. C -0.65
2. C -0.03
3. C -0.45
4. C -0.43
5. C -0.22
6. N -0.86
7. N -0.70
8. H 0.24